The following is a DFT calculation (the ωB97M-V functional and the def2-TZVPD basis) of C11H26CoN4O7S as an isolated structure at a distorted geometry.

Geometry (Å):
O1 -1.42031 -0.60890 -3.14311
H1 -0.78704 -0.62455 -3.92884
Co1 0.87663 0.06291 0.09540
N1 2.04628 -1.12056 -0.66122
N2 -0.12446 -1.62731 0.14331
N3 1.43803 1.77164 0.23524
N4 -0.58967 0.99615 0.96851
O2 3.22563 -0.71307 -0.60707
O3 2.77171 1.97278 0.21842
O4 -1.70378 0.41837 1.45396
O5 -1.38148 -1.76979 0.48661
C1 0.39433 -2.70828 -0.47363
C2 1.63503 -2.37411 -1.05983
C3 0.64785 2.82731 0.51499
C4 -0.59402 2.33594 1.02985
C5 2.40512 -3.23396 -1.98971
H2 2.08424 -3.06648 -3.02495
H3 2.20262 -4.28587 -1.78805
H4 3.48620 -3.07552 -1.91223
C6 -0.35779 -3.98102 -0.53693
H5 -1.32182 -3.85407 -1.02755
H6 -0.55504 -4.30305 0.48407
H7 0.19974 -4.76804 -1.05166
C7 0.98678 4.27679 0.37822
C8 -1.73473 3.13681 1.56198
H8 1.58634 4.48904 -0.50632
H9 1.50526 4.66803 1.26204
H10 0.06346 4.87207 0.28420
H11 -2.57554 2.44926 1.77700
H12 -2.05312 3.89538 0.82891
H13 -1.43904 3.62996 2.51803
H14 3.15227 1.13488 -0.10619
H15 -1.65069 -0.54029 0.97882
C9 -2.90658 -0.41892 -3.14487
H16 -3.52061 -1.17648 -3.62203
H17 -3.17740 0.55966 -3.67633
H18 -3.14208 -0.43429 -2.10133
O6 0.21318 0.43961 -1.62737
H19 -0.61243 -0.10823 -2.32744
H20 -0.13862 1.32519 -1.75250
C10 2.38778 -1.65647 3.69719
S1 0.99242 -0.75000 3.02218
C11 1.00783 0.80615 3.94081
O7 1.67196 -0.35284 1.66278
H21 2.31780 -1.87562 4.76160
H22 3.26119 -1.05918 3.44683
H23 2.38502 -2.59142 3.12819
H24 1.85298 1.37749 3.54859
H25 0.06038 1.33220 3.76278
H26 1.10559 0.61130 5.01258

As for the LUMO energy (spin up / spin down): -3.661 / -4.795 eV. Its net charge is +1. Its HOMO energy (spin up / spin down) is -8.4828 / -10.2664 eV. As for the expectation value of S²: 6.107. For the energy relative to the best compared isomer or geometry (same formula, charge and spin), the calculation gives 0.00 kJ/mol. As for the spin multiplicity: 5. Its molecular weight is 417.35 g/mol.



The following is a DFT calculation (the ωB97M-V functional and the def2-TZVPD basis) of C11H26N4NiO7S as an isolated structure at a distorted geometry.

Geometry (Å):
O1 -0.99545 1.15377 -3.44337
H1 -1.73146 0.70148 -3.89056
Ni1 -0.00844 0.01344 -0.68897
N1 0.36447 1.40960 0.59870
N2 1.66490 0.64742 -1.40698
N3 -1.09153 -0.94753 0.55697
N4 0.32243 -1.78633 -1.24118
O2 -0.14290 1.55219 1.78607
O3 -1.57148 -0.46340 1.70300
O4 1.28338 -2.19772 -2.06374
O5 2.42638 0.05296 -2.24367
C1 2.10465 1.82912 -0.88558
C2 1.38476 2.24472 0.26759
C3 -1.28100 -2.26455 0.33471
C4 -0.46097 -2.75042 -0.72743
C5 1.73942 3.37599 1.15548
H2 2.37122 3.04222 1.99260
H3 0.83643 3.83298 1.57697
H4 2.29549 4.14114 0.60382
C6 3.33752 2.46273 -1.40788
H5 3.42902 2.28522 -2.48463
H6 4.23137 2.05307 -0.91410
H7 3.32104 3.54243 -1.22446
C7 -2.15409 -3.12338 1.17404
C8 -0.36986 -4.17330 -1.13835
H8 -2.70503 -2.52621 1.90674
H9 -1.56450 -3.87991 1.71167
H10 -2.87412 -3.66889 0.54806
H11 0.18756 -4.27236 -2.07460
H12 -1.37382 -4.59818 -1.27059
H13 0.13331 -4.77370 -0.36623
H14 -1.01698 0.46319 1.80562
H15 1.84554 -1.32130 -2.19749
C9 -1.27132 0.77538 -1.82383
H16 -0.51610 1.44467 -1.37813
H17 -1.21990 -0.33242 -1.82685
H18 -2.27190 1.13074 -1.56178
O6 -4.44248 2.29772 -1.03731
H19 -4.99643 1.66347 -0.54909
H20 -4.30344 3.02576 -0.40610
C10 1.92184 -1.12821 2.83207
S1 3.16608 -0.86578 1.56753
C11 4.30803 -2.17069 2.01729
O7 2.57585 -1.28833 0.26760
H21 2.44401 -1.39828 3.75770
H22 1.24512 -1.92656 2.50394
H23 1.37108 -0.18972 2.97063
H24 3.87881 -3.12622 1.69747
H25 5.24776 -1.97009 1.49010
H26 4.47420 -2.13926 3.09773

As for the LUMO energy (spin up / spin down): -0.023 / -1.386 eV. Its net charge is 0. Its HOMO energy (spin up / spin down) is -7.0440 / -7.2864 eV. As for the expectation value of S²: 2.086. For the energy relative to the best compared isomer or geometry (same formula, charge and spin), the calculation gives 215.64 kJ/mol. As for the spin multiplicity: 3. Its molecular weight is 417.11 g/mol.



The following is a DFT calculation (the ωB97M-V functional and the def2-TZVPD basis) of C11H27BNO10V as an isolated structure at a distorted geometry.

Geometry (Å):
O1 18.82172 -3.46486 -8.42757
V1 17.88907 -2.75368 -7.30200
C1 15.68190 -4.27960 -7.20862
O2 16.63337 -4.41739 -6.35166
O3 15.99638 -3.47830 -8.17935
O4 14.48599 -4.17036 -6.71061
C2 16.63397 -0.31501 -7.67945
O5 17.69535 -0.81385 -8.30188
O6 15.58993 -0.04135 -8.34989
O7 16.53594 -1.06862 -6.61826
B1 19.48300 -2.92156 -5.61637
H1 19.92775 -2.27116 -6.46587
H2 19.22553 -3.89691 -6.15333
H3 20.29442 -3.04079 -4.75099
H4 18.57516 -2.34462 -5.21499
C3 17.61977 -11.30471 -12.93761
O8 18.01839 -10.02439 -12.51195
C4 17.06924 -9.02800 -12.84673
C5 17.75949 -7.67840 -13.02852
N1 18.43053 -7.09898 -11.88076
C6 17.54630 -6.85450 -10.73934
C7 18.39849 -6.56335 -9.52602
O9 19.22247 -7.69179 -9.16758
C8 18.52386 -8.84890 -8.82236
H5 16.55217 -11.53972 -13.01063
H6 18.06414 -11.99952 -12.22366
H7 17.99631 -11.47926 -13.95509
H8 16.25838 -8.96382 -12.11155
H9 16.54321 -9.22791 -13.79369
H10 17.00710 -6.97141 -13.40813
H11 18.38523 -7.76170 -13.92672
H12 19.12471 -7.80033 -11.63395
H13 16.84715 -7.67454 -10.52561
H14 16.88847 -6.00649 -10.94424
H15 17.74905 -6.32885 -8.67443
H16 19.12039 -5.75956 -9.63286
H17 19.21784 -9.61122 -8.46896
H18 18.02045 -9.33959 -9.67732
H19 17.70415 -8.57984 -8.14282
C9 20.65073 -4.09254 -12.62006
C10 20.63454 -3.11213 -11.46956
C11 21.78251 -3.18566 -10.49543
O10 20.65960 -1.76822 -11.97029
H20 20.58040 -5.11190 -12.24112
H21 21.52239 -3.89284 -13.25300
H22 19.75712 -3.98256 -13.23939
H23 19.75849 -3.36351 -10.86264
H24 21.94388 -4.26038 -10.31099
H25 21.56020 -2.76340 -9.51567
H26 22.77573 -2.85677 -10.82008
H27 20.50713 -1.15393 -11.24497

As for the LUMO energy (spin up / spin down): 4.990 / 4.990 eV. Its net charge is -3. Its HOMO energy (spin up / spin down) is 2.4750 / 2.4276 eV. As for the expectation value of S²: 0.771. For the energy relative to the best compared isomer or geometry (same formula, charge and spin), the calculation gives 0.00 kJ/mol. As for the spin multiplicity: 2. Its molecular weight is 395.09 g/mol.



The following is a DFT calculation (the ωB97M-V functional and the def2-TZVPD basis) of a 2-piece molecular cluster, C11H27BNO3PS2 overall at a distorted geometry.

Geometry (Å):
C1 -3.21937 -3.55970 -1.41487
C2 -2.46090 -2.48845 -2.22663
N1 -1.70388 -1.49635 -1.46586
C3 -0.68709 -2.05135 -0.57708
C4 0.59337 -2.44795 -1.34077
C5 -2.42856 -0.45256 -0.95903
S1 -4.02479 -0.41430 -0.59707
S2 -1.39653 0.96263 -0.75553
C6 -2.45450 2.20181 -0.00587
C7 -1.84143 3.59446 -0.18144
C8 -1.48395 4.25143 1.15721
P1 0.16339 3.69359 1.80697
C9 1.01545 5.26429 2.31648
B1 1.19083 5.37999 3.88238
O1 0.68842 4.46803 4.73331
O2 1.85384 6.44994 4.43121
H1 -3.16100 -3.40807 -0.34823
H2 -2.81242 -4.54106 -1.63577
H3 -4.25033 -3.57818 -1.73560
H4 -1.75231 -2.98495 -2.88149
H5 -3.16399 -1.95880 -2.85390
H6 -1.04086 -2.93391 -0.04797
H7 -0.41271 -1.33118 0.17779
H8 1.48376 -2.05546 -0.86952
H9 0.53663 -2.02115 -2.33553
H10 0.67413 -3.51879 -1.46967
H11 -3.46398 2.16556 -0.38380
H12 -2.52566 1.99251 1.05529
H13 -0.92611 3.54498 -0.76138
H14 -2.52372 4.23499 -0.72409
H15 -1.52847 5.33016 1.05924
H16 -2.22336 3.96983 1.89912
H17 0.80534 3.34285 0.59397
H18 0.52032 6.14736 1.91978
H19 2.00504 5.25609 1.86516
H20 1.00329 4.65138 5.63723
H21 2.32325 6.93730 3.73332
C10 4.46245 -5.21659 -1.85997
C11 4.00593 -4.10312 -0.93539
O3 2.83878 -4.46798 -0.20330
H22 3.66732 -5.47919 -2.55823
H23 5.34418 -4.91838 -2.42877
H24 4.70843 -6.11551 -1.28981
H25 3.74477 -3.21474 -1.50862
H26 4.80485 -3.83478 -0.23610
H27 3.05216 -5.24666 0.32285

As for the LUMO energy: 0.427 eV. Its net charge is 0. Its HOMO energy is -8.1643 eV. Its SMILES is CCN(CC)C(=S)SCCCPCB(O)O.CCO. Its molecular weight is 327.26 g/mol.